70
Properties=species:S:1:pos:R:3:lowdin_charge:R:1 method="wB97M-V/def2-TZVPD" relative_energy_kj_mol=59.44 e_tot_ha=-2022.01075 orbital_gap_ha=0.3204 homo_energy_ha=-0.3164
Sr 0.33 0.42 -0.03 1.563
O -1.02 2.39 -1.13 -0.144
C -2.44 2.26 -0.87 -0.192
C -2.85 0.81 -0.94 -0.167
N -2.25 -0.03 0.09 -0.245
C -2.45 -1.44 -0.25 -0.100
C -1.50 -1.94 -1.37 -0.668
O -1.94 -2.67 -2.25 0.027
O -0.28 -1.56 -1.24 -0.247
C -2.67 0.35 1.45 -0.092
C -1.82 1.47 2.11 -0.698
O -2.41 2.33 2.75 0.022
O -0.55 1.36 1.97 -0.247
H -0.74 3.24 -0.80 0.106
H -2.98 2.82 -1.64 0.127
H -2.67 2.69 0.11 0.121
H -2.58 0.41 -1.92 0.136
H -3.95 0.79 -0.87 0.139
H -3.48 -1.65 -0.56 0.130
H -2.22 -2.05 0.63 0.110
H -2.59 -0.52 2.09 0.119
H -3.72 0.68 1.47 0.129
C 1.61 -4.44 -1.07 -0.060
C 2.55 -3.89 0.01 -0.361
C 3.78 -3.26 -0.64 -0.077
C 1.84 -2.97 0.98 -0.193
C 2.46 -1.85 1.55 -0.049
C 1.85 -1.10 2.54 -0.071
C 0.58 -1.43 3.03 -0.291
C -0.02 -0.70 4.19 -0.041
C -0.06 -2.51 2.42 -0.044
C 0.54 -3.25 1.42 -0.028
H 2.19 -5.02 -1.80 0.078
H 1.11 -3.62 -1.59 0.068
H 0.85 -5.11 -0.67 0.074
H 2.91 -4.74 0.61 0.143
H 3.50 -2.39 -1.24 0.049
H 4.26 -3.99 -1.31 0.080
H 4.53 -2.95 0.09 0.073
H 3.46 -1.57 1.23 0.103
H 2.37 -0.26 2.98 0.122
H 0.07 0.37 4.07 0.073
H 0.48 -0.99 5.12 0.087
H -1.08 -0.94 4.30 0.081
H -1.05 -2.79 2.76 0.116
H 0.00 -4.08 0.99 0.115
O 2.23 0.88 -1.61 -0.639
S 2.32 -0.24 -2.64 1.009
C 3.75 0.16 -3.63 -0.374
C 4.18 -0.77 -4.56 -0.074
C 5.30 -0.48 -5.33 -0.071
C 5.97 0.72 -5.15 -0.076
C 5.53 1.64 -4.20 -0.067
C 4.41 1.36 -3.43 -0.068
C 1.01 0.09 -3.80 -0.376
C 0.17 -0.97 -4.13 -0.077
C -0.91 -0.72 -4.96 -0.054
C -1.14 0.56 -5.43 -0.068
C -0.30 1.61 -5.08 -0.070
C 0.78 1.38 -4.25 -0.066
H 3.66 -1.71 -4.68 0.117
H 5.65 -1.20 -6.06 0.108
H 6.84 0.95 -5.75 0.106
H 6.06 2.57 -4.06 0.108
H 4.05 2.05 -2.68 0.108
H 0.31 -1.94 -3.68 0.103
H -1.60 -1.53 -5.19 0.115
H -1.99 0.75 -6.07 0.106
H -0.50 2.61 -5.44 0.106
H 1.43 2.19 -3.94 0.117